1.
Density functional theory data (wB97M-V/def2-TZVPD) for a structure of composition C20H19F19N5O12S6V.

Each line ends with the Mulliken charge.
Positions of all 82 atoms, in Å:
1 V 0.21033 -1.07019 -0.18625  3.673
2 C -0.87164 3.13368 -1.16558  0.597
3 F -0.26675 3.06828 -2.36294  -0.202
4 F 0.02799 3.39118 -0.23241  -0.112
5 F -1.76709 4.06461 -1.11022  -0.205
6 S -1.69298 1.39753 -0.85637  0.151
7 O -1.40032 1.06586 0.52913  -0.215
8 O -3.11744 1.43959 -1.20421  -0.564
9 N -0.71998 0.08922 -1.55869  0.150
10 S -1.44594 0.05032 -3.01774  0.544
11 O -2.40288 -1.07228 -3.00923  -0.487
12 O -1.87354 1.31991 -3.61120  -0.573
13 C 0.10023 -0.51737 -4.11909  0.594
14 F 0.85158 -1.22018 -3.28796  -0.103
15 F -0.24385 -1.23268 -5.19918  -0.232
16 F 0.75375 0.61626 -4.54007  -0.263
17 C 3.88957 -3.05885 -1.20060  0.682
18 F 3.38358 -2.59308 -2.35903  -0.200
19 F 4.63239 -4.11240 -1.57683  -0.228
20 F 4.71120 -2.15213 -0.64059  -0.210
21 S 2.47383 -3.56795 0.00016  0.503
22 O 2.41005 -5.00997 0.08985  -0.537
23 O 2.72377 -2.79000 1.19011  -0.438
24 N 0.94612 -2.82215 -0.71551  -0.476
25 S 0.51759 -3.97272 -1.69594  0.605
26 O -0.44199 -3.35974 -2.60182  -0.593
27 O 1.54818 -4.71731 -2.45602  -0.605
28 C -0.51535 -5.19350 -0.60942  0.608
29 F -0.46072 -4.88239 0.69649  -0.123
30 F -1.85183 -5.06634 -0.98204  -0.221
31 F -0.15098 -6.45140 -0.82084  -0.208
32 C 3.47456 0.10151 2.67762  0.526
33 F 3.47368 -0.80349 3.63531  -0.164
34 F 4.13396 1.16077 3.04346  -0.165
35 F 3.98484 -0.34031 1.49404  -0.134
36 S 1.58521 0.64114 2.38401  0.418
37 O 1.09867 1.18393 3.65910  -0.473
38 O 1.66559 1.64461 1.33520  -0.450
39 N 0.65790 -0.74593 1.70764  -0.546
40 S 0.15086 -1.60345 2.92729  0.697
41 O -0.22411 -2.89823 2.42672  -0.590
42 O 1.07216 -1.60566 4.10038  -0.632
43 C -1.53506 -0.67475 3.43742  0.606
44 F -2.27700 -0.50970 2.30234  -0.201
45 F -2.18075 -1.41738 4.30607  -0.208
46 F -1.28817 0.58783 4.02397  -0.203
47 C -4.32969 -3.99967 -2.58235  -0.908
48 C -5.01605 -2.90205 -1.77556  -0.466
49 C -4.43641 -2.86757 -0.33494  -1.076
50 C -3.04482 -2.44002 -0.23999  0.217
51 N -1.90871 -2.13808 -0.10621  0.038
52 H -3.33045 -3.63657 -2.82272  0.140
53 H -4.79977 -4.19431 -3.54632  0.380
54 H -4.22774 -4.92489 -2.01519  0.286
55 H -6.07852 -3.14538 -1.76807  0.372
56 H -4.84315 -1.92752 -2.23215  0.304
57 H -4.50475 -3.84453 0.14356  0.385
58 H -4.92781 -2.13849 0.30931  0.384
59 C 4.42493 3.19790 -0.59531  -0.962
60 C 3.70622 3.11526 -1.93069  -0.273
61 C 3.66320 1.70889 -2.50626  -0.825
62 C 2.78187 0.77062 -1.76822  0.088
63 N 2.11316 0.01505 -1.17840  0.145
64 H 4.47038 4.20675 -0.18513  0.366
65 H 5.42886 2.78313 -0.68582  0.347
66 H 3.94248 2.65011 0.21418  0.053
67 H 4.23060 3.68614 -2.69699  0.371
68 H 2.67768 3.47062 -1.86800  0.182
69 H 4.61013 1.16906 -2.50510  0.366
70 H 3.29672 1.76941 -3.53102  0.317
71 F -0.55081 7.57651 3.24464  -0.309
72 C -0.98396 6.28141 3.43598  0.226
73 C -2.21240 6.05404 4.08689  -0.429
74 C -2.68482 4.71762 4.18017  -0.651
75 C -2.02757 3.71606 3.42355  -0.594
76 C -0.79016 3.95481 2.78590  0.494
77 C -0.25533 5.23668 2.81289  -0.557
78 H -2.74605 6.88908 4.51623  0.426
79 H -3.57564 4.43203 4.71987  0.378
80 H -2.38031 2.69531 3.43023  0.330
81 H -0.17587 3.19813 2.32063  0.224
82 H 0.73531 5.36991 2.40391  0.442

Forces on atoms 1 to 6 (eV/Å):
-0.779 0.013 -0.472
0.958 -0.918 -0.578
-0.216 0.416 0.632
0.047 -0.608 -0.183
-0.857 0.200 -0.421
-1.519 -1.474 2.596

Calculated values
HOMO-LUMO gap (alpha / beta) ... 6.174 / 7.045 eV
Highest occupied orbital energy (alpha / beta) ... -9.0 / -9.0 eV
ΔE to the lowest compared entry with this formula, charge and spin ... 3.6 kcal per mole
Multiplicity ... 3
Expectation value of S² ... 2.01


2.
Density functional theory data (wB97M-V/def2-TZVPD) for a structure of composition C23H39CaF2N12O2S.

Each line ends with the Mulliken charge.
Positions of all 80 atoms, in Å:
1 Ca 0.08653 -0.31351 0.35477  3.032
2 C 1.28411 -3.28239 -1.50958  -0.292
3 C -0.15661 -2.97690 -1.93352  -0.993
4 N -0.64771 -1.61435 -1.59907  -0.258
5 C -0.53616 -0.62084 -2.69466  -0.785
6 C 0.84004 0.05586 -2.72510  -0.916
7 N 1.12774 0.75480 -1.45177  0.469
8 C 2.56636 1.13945 -1.27836  -0.623
9 C 3.34486 0.20198 -0.33108  -0.196
10 C 3.23358 0.56333 1.15959  -1.071
11 N 1.92775 0.21156 1.79083  -0.453
12 C 1.98538 -0.95906 2.70333  -0.845
13 C 2.22537 -2.25533 1.94173  -0.956
14 N 1.22181 -2.43622 0.86828  0.356
15 C 1.49226 -3.58557 -0.02730  -1.156
16 H 1.94305 -2.45771 -1.79647  -0.068
17 H 1.61704 -4.16024 -2.07117  0.525
18 H -0.81681 -3.69700 -1.44931  0.420
19 H -0.25014 -3.14160 -3.00954  0.385
20 H -1.62863 -1.68526 -1.33254  0.256
21 H -1.30103 0.14673 -2.53992  0.040
22 H -0.71361 -1.07543 -3.67299  0.521
23 H 0.88109 0.74213 -3.57451  0.455
24 H 1.60721 -0.70022 -2.89100  0.468
25 H 0.59053 1.62569 -1.45910  -0.226
26 H 2.60018 2.15773 -0.88588  -0.151
27 H 3.05503 1.15719 -2.25390  0.499
28 H 4.40140 0.24150 -0.60258  0.579
29 H 3.01407 -0.83224 -0.49664  -0.280
30 H 3.36165 1.63813 1.25465  0.479
31 H 4.04888 0.09309 1.71679  0.390
32 H 1.62285 1.00885 2.34051  0.245
33 H 1.03438 -1.02550 3.23732  0.167
34 H 2.77215 -0.84700 3.44963  0.533
35 H 2.22383 -3.08156 2.65412  0.507
36 H 3.21468 -2.23256 1.48122  0.528
37 H 0.31587 -2.60253 1.32070  -0.149
38 H 0.86997 -4.43922 0.25863  0.378
39 H 2.52753 -3.89501 0.11430  0.527
40 F -2.66051 -4.72215 2.59961  -0.356
41 C -2.31331 -3.42966 2.65498  0.281
42 C -2.04612 -2.73893 1.48601  -0.986
43 C -1.70923 -1.37714 1.49420  -0.419
44 C -1.68489 -0.74269 2.76106  0.800
45 C -1.89077 -1.49997 3.91425  0.866
46 F -1.74010 -0.94198 5.13291  -0.394
47 C -2.21007 -2.83907 3.89711  -0.978
48 C -1.54053 0.75240 2.79378  -0.324
49 C -2.02921 1.53944 3.82970  -0.955
50 C -1.97870 2.92014 3.72716  -0.703
51 C -1.44114 3.50131 2.59524  -1.051
52 C -0.95666 2.66723 1.60906  -0.765
53 N -0.99383 1.32757 1.69402  0.686
54 H -2.11161 -3.30602 0.55520  0.413
55 H -2.37618 -3.39065 4.81383  0.516
56 H -2.46307 1.07691 4.70000  0.581
57 H -2.36520 3.53535 4.53223  0.412
58 H -1.38216 4.57454 2.47832  0.475
59 H -0.51249 3.08114 0.71514  0.633
60 N -3.48092 0.23097 -0.66080  -0.170
61 N -4.06444 1.22978 -1.47552  -0.239
62 C -3.39792 2.27450 -1.97203  0.605
63 N -4.05638 3.03784 -2.85030  -0.371
64 N -2.10563 2.34900 -1.58720  0.047
65 N -1.35294 3.42200 -2.00469  0.613
66 O -1.80763 4.37896 -2.64568  -0.785
67 O -0.15510 3.36225 -1.74504  -0.675
68 H -3.95436 0.23233 0.23411  0.377
69 H -2.55163 0.55316 -0.45069  -0.228
70 H -4.94968 0.98188 -1.87227  0.202
71 H -5.02582 2.87457 -3.05459  0.172
72 H -3.59794 3.87426 -3.16122  0.221
73 N 3.66856 5.07876 -0.44753  -0.446
74 C 2.55079 5.21537 0.30478  0.537
75 N 1.74534 6.22784 -0.04642  -0.426
76 S 2.18590 4.17770 1.58204  -0.324
77 H 3.96458 5.80977 -1.07257  0.186
78 H 4.38038 4.47244 -0.08394  0.240
79 H 1.90352 6.77683 -0.87472  0.192
80 H 0.85153 6.29285 0.40479  0.195

Forces on atoms 1 to 6 (eV/Å):
0.105 -0.160 -0.263
-0.064 0.179 0.090
0.084 0.257 0.125
-0.101 -0.123 -0.506
0.314 -0.051 0.249
-0.097 -0.103 0.288

Calculated values
HOMO-LUMO gap ... 7.926 eV
Highest occupied orbital energy ... -10.2 eV
ΔE to the lowest compared entry with this formula, charge and spin ... 14.0 kcal per mole
Net charge ... +1


3.
Density functional theory data (wB97M-V/def2-TZVPD) for a cluster of 7 separate species, C29H75ClN5O14 in total.

Each line ends with the Mulliken charge.
Positions of all 124 atoms, in Å:
1 Cl -1.79556 -0.34168 0.35489  1.569
2 O -1.78171 0.82232 1.25214  -0.658
3 O -2.94846 -1.13292 0.71637  -0.672
4 O -1.82087 0.01775 -1.03400  -0.635
5 O -0.58338 -1.08062 0.60037  -0.615
6 C 4.32751 7.84303 -2.29818  -0.959
7 O 3.65333 6.64390 -2.52667  -0.193
8 C 3.64457 5.77115 -1.39180  -0.757
9 C 3.08034 4.35919 -1.79746  -0.383
10 N 1.62631 4.28486 -1.76048  -0.355
11 C 1.17127 3.02062 -2.31940  -0.403
12 C -0.29808 3.08749 -2.55930  -0.530
13 O -0.56942 3.85876 -3.74881  -0.410
14 C -1.95485 3.81499 -4.08236  -0.713
15 H 5.38643 7.59035 -2.35232  0.334
16 H 3.94401 8.49339 -1.51202  0.305
17 H 4.13473 8.45808 -3.17721  0.286
18 H 3.02227 6.21090 -0.61240  0.329
19 H 4.66357 5.68453 -1.01464  0.490
20 H 3.53933 3.60472 -1.15856  0.229
21 H 3.33201 4.18250 -2.84319  0.338
22 H 1.19679 5.05001 -2.26064  0.313
23 H 1.34702 2.28030 -1.53893  -0.013
24 H 1.72829 2.70313 -3.20090  0.399
25 H -0.70402 3.50121 -1.63619  0.363
26 H -0.72303 2.10094 -2.74438  0.417
27 H -2.69816 4.11315 -3.34297  0.209
28 H -2.18083 2.79526 -4.39407  0.313
29 H -2.17245 4.44878 -4.94206  0.315
30 C 1.62414 0.04097 -5.23495  -0.695
31 O 1.83660 -0.86904 -4.15255  -0.249
32 C 0.72952 -1.73085 -3.85714  -0.845
33 C 0.83312 -2.29876 -2.38606  -0.005
34 N 1.79900 -3.39068 -2.16007  -0.558
35 C 1.66428 -3.71026 -0.71080  2.399
36 C 2.85802 -4.51580 -0.25112  -0.214
37 O 4.08150 -3.72225 -0.31225  1.141
38 C 5.18717 -4.22908 0.42646  -3.501
39 H 0.96027 -0.33767 -6.01213  0.389
40 H 2.53756 0.52205 -5.58469  0.310
41 H 1.09868 0.89202 -4.80170  0.066
42 H 0.66294 -2.59692 -4.51561  0.316
43 H -0.21350 -1.18940 -3.93245  0.454
44 H -0.17277 -2.62853 -2.12620  0.316
45 H 1.04576 -1.42599 -1.76869  -0.011
46 H 2.72058 -3.00944 -2.31955  0.429
47 H 0.72474 -4.14006 -0.36348  -0.842
48 H 1.67776 -2.85769 -0.03180  -1.164
49 H 2.92482 -5.42725 -0.84516  0.291
50 H 2.64636 -4.78808 0.78290  0.201
51 H 6.05355 -3.57205 0.50268  0.550
52 H 5.40334 -5.14938 -0.11614  0.495
53 H 4.85253 -4.49256 1.42980  0.459
54 C 2.33936 -8.02924 3.97439  -2.273
55 O 1.30496 -7.86686 3.02378  0.619
56 C 1.77637 -7.99966 1.69820  -0.842
57 C 0.65640 -7.87596 0.69604  -0.862
58 N -0.03318 -6.59641 0.84940  0.194
59 C -1.14032 -6.35534 -0.08663  -0.974
60 C -1.84845 -5.06463 0.41506  -0.475
61 O -2.59034 -5.40651 1.59871  -0.418
62 C -3.36423 -4.30542 2.04843  -0.605
63 H 2.54399 -9.09861 4.02615  0.354
64 H 1.87333 -7.72727 4.91232  0.298
65 H 3.23406 -7.43402 3.79180  0.578
66 H 2.22746 -8.99003 1.63667  0.587
67 H 2.62023 -7.32892 1.53662  0.117
68 H -0.03260 -8.71750 0.76792  0.300
69 H 1.15256 -7.87932 -0.27448  0.367
70 H -0.14641 -6.25556 1.79338  0.229
71 H -1.84435 -7.18502 -0.15054  0.529
72 H -0.62942 -6.15256 -1.02788  0.353
73 H -2.54693 -4.73254 -0.35302  0.502
74 H -1.17249 -4.26051 0.70584  0.144
75 H -2.77232 -3.44397 2.35771  0.157
76 H -3.90910 -4.57358 2.95359  0.323
77 H -4.17962 -4.06606 1.36583  0.313
78 C -5.89098 8.33753 2.16321  -0.871
79 O -5.59205 6.92229 1.95698  -0.240
80 C -4.27650 6.73913 1.54608  -0.709
81 C -4.09815 5.19489 1.35949  -0.396
82 N -4.56229 4.80177 0.08257  -0.248
83 C -4.13683 3.42115 -0.25855  -0.478
84 C -4.96622 2.34725 0.40340  0.221
85 O -6.19294 2.20728 -0.32541  -0.386
86 C -6.72683 0.88892 -0.15202  -0.788
87 H -5.67546 9.00010 1.32497  0.320
88 H -5.33763 8.76066 3.00156  0.321
89 H -6.94526 8.48424 2.39786  0.271
90 H -3.55461 7.15044 2.25163  0.405
91 H -4.11813 7.23396 0.58787  0.332
92 H -4.53491 4.62418 2.17902  0.241
93 H -3.01514 5.08035 1.31421  0.395
94 H -5.57042 4.82316 0.02505  0.256
95 H -3.06062 3.33486 -0.10881  0.153
96 H -4.26461 3.30795 -1.33510  0.131
97 H -5.09383 2.45120 1.48090  0.232
98 H -4.41717 1.40616 0.37173  -0.100
99 H -7.77967 0.87648 -0.43394  0.291
100 H -6.68136 0.48178 0.85807  0.334
101 H -6.23848 0.14869 -0.78580  0.282
102 C 3.21353 1.70123 2.68405  -1.702
103 C 2.31298 0.79732 1.79753  1.272
104 C 3.08460 -0.36126 1.06285  0.571
105 O 3.84234 0.29692 0.08429  -0.124
106 C 4.60233 -0.62246 -0.66688  -0.656
107 N 1.16447 0.40527 2.55008  -0.720
108 H 2.60342 2.47944 3.14256  0.434
109 H 4.00658 2.21776 2.14332  0.313
110 H 3.64763 1.06405 3.45455  0.336
111 H 1.85167 1.35143 0.98005  -0.311
112 H 2.37758 -1.02118 0.56014  -0.857
113 H 3.77179 -0.92361 1.69501  0.297
114 H 5.18422 -0.05216 -1.39096  0.319
115 H 4.01817 -1.31916 -1.26810  -0.001
116 H 5.26138 -1.35625 -0.20287  0.181
117 H 0.63949 -0.22469 1.96047  0.141
118 H 0.53370 1.18474 2.42908  0.273
119 C -1.34868 -0.71303 4.43905  -0.447
120 O 0.05555 -1.00216 4.69387  -0.597
121 H -2.04366 -1.27820 5.06008  0.332
122 H -1.64302 0.26174 4.82802  0.261
123 H -1.59331 -0.66394 3.37799  -0.005
124 H 0.56546 -0.46010 4.08743  0.566

Forces on atoms 1 to 6 (eV/Å):
0.038 0.296 1.524
-0.037 -0.077 -1.052
-0.003 -0.078 -0.472
-0.389 0.491 -0.192
0.310 -0.564 -0.002
-0.062 0.134 -1.644

Calculated values
HOMO-LUMO gap (alpha / beta) ... 0.807 / 7.575 eV
Highest occupied orbital energy (alpha / beta) ... 2.6 / -4.2 eV
Multiplicity ... 2
Expectation value of S² ... 0.75
Net charge ... -2


4.
Density functional theory data (wB97M-V/def2-TZVPD) for a cluster of 2 separate species, C11H14N2O in total.

Each line ends with the Mulliken charge.
Positions of all 28 atoms, in Å:
1 C 1.56253 0.55015 -3.60108  -1.008
2 C -0.67394 -0.38888 -0.62360  -0.434
3 C -0.37623 0.54929 -1.75765  0.820
4 C 0.80450 0.04224 -2.44216  0.397
5 C 1.16759 -1.08476 -1.76922  -1.151
6 C -1.63649 -0.10634 0.31351  -0.668
7 C -2.43857 1.02208 0.21520  -0.665
8 C -2.32360 1.80641 -0.96277  -0.436
9 C -1.29735 1.60531 -1.89403  -0.648
10 N 0.23001 -1.49100 -0.76300  -0.130
11 H -1.91426 -0.78682 1.08731  0.650
12 H -3.08221 1.45783 1.03066  0.276
13 H 0.32478 -2.13511 0.01768  0.304
14 H -3.00519 2.72362 -0.99321  0.221
15 H 2.02431 -1.63586 -1.82820  0.574
16 H -1.12511 2.33847 -2.65267  0.299
17 H 0.90535 1.35180 -4.01700  0.270
18 H 1.50929 -0.15575 -4.50516  0.262
19 H 2.65143 0.97689 -3.22519  0.189
20 C -0.27526 -1.07704 3.49868  -0.293
21 C 1.22877 -0.89506 3.53970  0.383
22 O 1.81054 -0.92017 4.60500  -0.612
23 N 1.85325 -0.26451 2.49463  -0.390
24 H -0.81539 -2.00311 3.90655  0.295
25 H -0.61699 -0.99661 2.46462  -0.235
26 H 2.76312 -0.19579 2.43630  0.249
27 H 1.47626 -0.07650 1.54513  0.215
28 H -0.73110 -0.21080 3.87997  0.268

Forces on atoms 1 to 6 (eV/Å):
0.354 1.420 -0.817
1.406 0.323 -2.062
0.570 -2.323 1.196
-1.886 0.129 1.656
-0.862 -1.014 1.374
0.426 -1.258 0.581

Calculated values
HOMO-LUMO gap (alpha / beta) ... 2.965 / 6.623 eV
Highest occupied orbital energy (alpha / beta) ... 0.5 / -3.3 eV
ΔE to the lowest compared entry with this formula, charge and spin ... 51.0 kcal per mole
Multiplicity ... 2
Expectation value of S² ... 0.78
Net charge ... -1


Number 1: total energy -7180.56955 Ha, maximum force 6.83 eV Å⁻¹. Number 2: total energy -2982.72079 Ha, maximum force 1.01 eV Å⁻¹. Number 3: total energy -2936.70422 Ha, maximum force 2.95 eV Å⁻¹. Number 4: total energy -612.22985 Ha, maximum force 6.54 eV Å⁻¹.